This record from the Open Molecules 2025 dataset describes a cluster of 2 separate species, C45H41F4N2O in total at a distorted geometry. The level of theory is ωB97M-V with the def2-TZVPD basis set.

Summary:
Electronic energy (hartree): -2323.26923
Lowest unoccupied orbital energy (eV): -5.7
Net charge: +1
Maximum force (eV/Å): 4.69
HOMO level (eV): -8.453

Positions of all 93 atoms, in Å:
F 5.051 -3.076 -4.067
C 4.847 -2.370 -2.902
C 5.790 -2.500 -1.881
C 5.550 -1.771 -0.716
F 6.475 -1.845 0.301
C 4.431 -0.968 -0.541
C 3.587 -0.724 -1.659
C 2.691 0.396 -1.671
C 2.397 1.094 -2.857
C 1.552 2.207 -2.900
C 1.074 2.822 -4.100
C 0.600 4.163 -4.096
C 0.069 4.701 -5.257
F -0.398 5.998 -5.243
C -0.036 3.989 -6.455
C 0.485 2.694 -6.447
F 0.414 1.962 -7.612
C 1.043 2.100 -5.323
C 3.725 -1.559 -2.804
H 6.656 -3.144 -1.982
H 4.246 -0.445 0.398
H 2.423 0.848 -0.713
H 2.880 0.772 -3.791
H 1.260 2.677 -1.956
H 0.676 4.760 -3.188
H -0.489 4.417 -7.343
H 1.435 1.084 -5.366
H 2.993 -1.513 -3.615
C -5.021 -2.509 -2.665
C -4.390 -1.886 -1.459
C -3.713 -0.669 -1.563
C -3.143 -0.050 -0.442
C -2.629 1.356 -0.565
C -3.100 -0.771 0.765
N -2.352 -0.283 1.881
C -1.021 0.034 1.949
C -0.075 0.213 0.850
C -0.074 -0.769 -0.256
C -0.015 -0.286 -1.634
C -0.415 -2.150 -0.005
C -0.444 -2.745 1.281
C -1.056 -3.978 1.484
C -1.588 -4.687 0.402
C -1.476 -4.167 -0.888
C -0.815 -2.967 -1.102
O 0.699 1.205 0.835
N -0.788 0.564 3.184
C 0.390 1.227 3.651
C 1.620 0.559 3.708
C 1.766 -0.876 3.329
C 2.741 1.259 4.162
C 2.641 2.575 4.613
C 3.862 3.298 5.091
C 1.393 3.198 4.600
C 0.257 2.543 4.112
C -1.046 3.275 4.042
C -1.955 0.425 3.940
C -2.907 -0.075 3.149
C -3.855 -1.944 0.924
C -3.954 -2.670 2.226
C -4.482 -2.485 -0.205
H -5.463 -3.475 -2.410
H -5.814 -1.869 -3.071
H -4.287 -2.667 -3.464
H -3.652 -0.162 -2.530
H -2.755 1.934 0.360
H -1.572 1.388 -0.860
H -3.193 1.861 -1.366
H 0.755 -0.854 -2.174
H -0.962 -0.437 -2.179
H 0.253 0.773 -1.687
H 0.054 -2.248 2.112
H -1.135 -4.378 2.498
H -2.084 -5.644 0.569
H -1.902 -4.693 -1.741
H -0.660 -2.609 -2.123
H 2.776 -1.211 3.595
H 1.053 -1.527 3.851
H 1.669 -1.019 2.246
H 3.705 0.749 4.167
H 3.585 4.234 5.583
H 4.429 2.686 5.801
H 4.536 3.538 4.258
H 1.288 4.222 4.964
H -0.873 4.307 4.371
H -1.449 3.321 3.019
H -1.813 2.846 4.700
H -2.010 0.766 4.960
H -3.942 -0.293 3.361
H -4.444 -3.635 2.049
H -2.974 -2.887 2.667
H -4.567 -2.131 2.959
H -5.036 -3.418 -0.095